1.
Entry from the Open Molecules 2025 dataset: C3H6O2 in the gas phase (the ωB97M-V functional and the def2-TZVPD basis).

Last column: Löwdin charge in e.
Cartesian coordinates (Å):
C: -0.2517 -0.2803 1.2594  -0.09
C: 0.7570 0.0944 0.1878  -0.16
C: 0.0500 -0.0965 -1.1275  -0.55
O: -0.1480 -1.1445 -1.6786  0.11
O: -0.5147 1.0589 -1.5191  0.11
H: -1.0185 0.4803 1.4513  0.08
H: 0.1502 -0.4690 2.2556  0.07
H: -0.7978 -1.1797 0.9738  0.08
H: 1.2385 1.0747 0.1798  0.12
H: 1.6118 -0.5792 0.2938  0.12
H: -1.0769 1.0408 -2.2762  0.11

- SMILES = CCC(=O)O
- ΔE to the lowest compared entry with this formula, charge and spin (kJ/mol) = 16.9
- HOMO (eV) = -10.425
- maximum force (eV/A) = 1.9
- 2S+1 = 1
- HOMO-LUMO gap (eV) = 11.21



2.
Entry from the Open Molecules 2025 dataset: C3H6O2 in the gas phase (the ωB97M-V functional and the def2-TZVPD basis).

Last column: Löwdin charge in e.
Cartesian coordinates (Å):
O: -1.7111 -0.3167 -0.5228  -0.05
C: -0.9584 0.7157 0.0565  -0.22
C: 0.5349 0.4189 -0.0529  -0.27
C: 1.0886 -0.8329 0.4558  -0.10
O: 0.8697 -0.6458 -0.9410  -0.06
H: -1.1577 -0.6665 -1.2388  0.09
H: -1.1791 1.6896 -0.4076  0.12
H: -1.2468 0.7871 1.1123  0.12
H: 1.1972 1.2778 -0.1551  0.14
H: 0.4281 -1.5538 0.9366  0.12
H: 2.1347 -0.8735 0.7570  0.11

- SMILES = OC[C@H]1CO1
- ΔE to the lowest compared entry with this formula, charge and spin (kJ/mol) = 198.5
- HOMO (eV) = -10.301
- maximum force (eV/A) = 0.3
- 2S+1 = 1
- HOMO-LUMO gap (eV) = 11.37



3.
Entry from the Open Molecules 2025 dataset: 2 unconnected molecules or ions with the total composition C3H6O2 (the ωB97M-V functional and the def2-TZVPD basis).

Last column: Löwdin charge in e.
Cartesian coordinates (Å):
C: -0.2624 1.0608 2.2048  0.00
C: 0.0534 1.1148 0.9194  -0.27
O: 0.4846 0.0048 0.2312  -0.04
H: -0.6382 1.9641 2.6680  0.05
H: -0.4144 0.1295 2.7319  0.06
H: -0.1806 1.9645 0.2854  0.11
H: 0.1569 0.1209 -0.6690  0.03
C: 0.2017 -1.5753 -2.0861  -0.13
O: 0.1059 -0.4598 -2.5233  0.00
H: -0.4220 -2.0003 -1.2787  0.09
H: 0.9150 -2.3240 -2.4836  0.09

- SMILES = C=CO.C=O
- ΔE to the lowest compared entry with this formula, charge and spin (kJ/mol) = 235.7
- HOMO (eV) = -9.016
- maximum force (eV/A) = 1.1
- 2S+1 = 1
- HOMO-LUMO gap (eV) = 9.42



4.
Entry from the Open Molecules 2025 dataset: C3H6O2 in the gas phase (the ωB97M-V functional and the def2-TZVPD basis).

Last column: Löwdin charge in e.
Cartesian coordinates (Å):
C: 0.3310 0.4056 1.3828  -0.09
C: 0.5968 0.1313 -0.1237  -0.16
C: -0.6368 -0.0769 -0.9773  -0.52
O: -1.7268 0.2999 -0.6522  0.11
O: -0.4834 -0.9698 -2.0252  0.07
H: 0.0331 1.4579 1.4758  0.08
H: -0.4500 -0.2455 1.7806  0.08
H: 1.3394 0.3018 1.7814  0.07
H: 1.1138 -0.8420 -0.0969  0.11
H: 1.2334 0.9459 -0.5817  0.14
H: -1.3505 -1.4081 -1.9637  0.12

- SMILES = CCC(=O)O
- ΔE to the lowest compared entry with this formula, charge and spin (kJ/mol) = 41.5
- HOMO (eV) = -10.591
- maximum force (eV/A) = 2.1
- 2S+1 = 1
- HOMO-LUMO gap (eV) = 11.38